[1]
Formula: C4H8O
Source: the Open Molecules 2025 dataset
Level of theory: the ωB97M-V functional and the def2-TZVPD basis

```
! RIJCOSX wB97M-V def2-TZVPD def2/J DEFGRID3
* xyz 0 1
C -1.730 0.921 -1.669
C -2.623 -0.029 -2.103
O -2.224 -0.949 -3.171
H -2.202 1.706 -1.064
H -0.682 0.732 -1.877
H -3.630 -0.099 -1.741
H -3.134 -1.043 -3.650
C 3.319 0.185 4.186
C 3.340 -0.080 2.836
H 3.234 1.186 4.664
H 3.752 -0.429 5.010
H 2.873 0.641 2.146
H 3.747 -1.081 2.378
*
```

Values from the calculation:
SMILES string = C=CO.C=C
HOMO-LUMO gap = 10.0 eV
HOMO energy = -9.1675 eV
energy above the lowest of the compared OMol25 structures with the same formula, charge and spin = 70.98 kcal per mole

Calculated atomic charges, method Mulliken, unit e: C -0.6304; C 0.0012; O -0.5078; H 0.2327; H 0.2674; H 0.2971; H 0.3399; C -0.4857; C -0.3604; H 0.2137; H 0.2193; H 0.2151; H 0.1980

=====

[2]
Formula: C4H8O
Source: the Open Molecules 2025 dataset
Level of theory: the ωB97M-V functional and the def2-TZVPD basis

```
! RIJCOSX wB97M-V def2-TZVPD def2/J DEFGRID3
* xyz 0 1
O 1.978 0.363 -0.453
C 0.752 -0.328 -0.379
C 0.015 -0.381 0.979
C -1.273 0.088 0.261
C -0.422 0.468 -0.971
H 2.463 0.224 0.367
H 0.845 -1.330 -0.826
H 0.402 0.376 1.669
H -0.020 -1.347 1.494
H -1.825 0.900 0.742
H -1.968 -0.732 0.061
H -0.159 1.529 -0.988
H -0.790 0.170 -1.956
*
```

Values from the calculation:
SMILES string = OC1CCC1
HOMO-LUMO gap = 11.0 eV
HOMO energy = -9.9297 eV
energy above the lowest of the compared OMol25 structures with the same formula, charge and spin = 21.27 kcal per mole

Calculated atomic charges, method Mulliken, unit e: O -0.5463; C 0.2791; C -0.7462; C -0.4311; C -0.7141; H 0.2924; H 0.2480; H 0.3034; H 0.2881; H 0.2699; H 0.2362; H 0.2438; H 0.2769

=====

[3]
Formula: C4H8O
Source: the Open Molecules 2025 dataset
Level of theory: the ωB97M-V functional and the def2-TZVPD basis

```
! RIJCOSX wB97M-V def2-TZVPD def2/J DEFGRID3
* xyz 0 1
C -0.257 -1.458 -0.749
C 0.701 -0.266 -0.597
C -0.027 0.959 -0.031
C -0.339 1.110 1.401
O 0.738 1.817 0.808
H 0.103 -2.329 -1.317
H -0.584 -1.854 0.221
H -1.074 -1.015 -1.303
H 1.082 -0.029 -1.602
H 1.556 -0.500 0.041
H -0.679 1.527 -0.704
H -1.167 1.734 1.758
H -0.054 0.306 2.074
*
```

Values from the calculation:
SMILES string = CC[C@H]1CO1
HOMO-LUMO gap = 11.4 eV
HOMO energy = -10.2191 eV
energy above the lowest of the compared OMol25 structures with the same formula, charge and spin = 31.13 kcal per mole

Calculated atomic charges, method Mulliken, unit e: C -1.0356; C -0.5499; C 0.1367; C -0.4246; O -0.4412; H 0.3243; H 0.2785; H 0.3099; H 0.2501; H 0.3080; H 0.3593; H 0.2614; H 0.2231